No. 1
C24H53AlFNO7P | ωB97M-V/def2-TZVPD

The calculation puts the LUMO energy at 0.0766 Ha. The energy relative to the best compared isomer or geometry (same formula, charge and spin) comes out at 87.98 kcal per mole. The net charge is -1. The value obtained for the highest occupied orbital energy is -2.8 eV. Its spin multiplicity is 1. As for the orbital gap: 4.928 eV.

```
88
Properties=species:S:1:pos:R:3:forces:R:3
C 1.742493 -3.833647 2.819818 -0.5 0.7 0.1
C 1.993449 -2.644401 1.703525 0.1 -0.4 -1.3
C 1.584790 -3.209277 0.183081 -0.6 1.0 0.5
C 1.080338 -1.303066 1.937169 0.2 -0.7 1.4
C 1.829669 0.117586 1.618230 -0.7 -0.1 -1.0
C 2.743078 0.141320 0.258112 1.0 0.7 0.2
C 0.670662 1.304491 1.403068 0.6 0.6 2.2
O -0.583726 0.955290 2.078336 0.8 0.4 -2.6
Al -2.046138 0.820516 0.912763 0.6 0.0 0.1
C -1.594264 0.525344 -1.061502 0.5 -0.4 -0.7
C -1.203601 -1.011134 -1.476125 0.7 0.4 -1.0
F -2.849887 0.855388 -1.834581 1.6 -0.3 0.8
P -3.331545 -1.004209 1.698876 0.2 -1.2 1.4
N -5.029419 -0.871108 1.135972 -0.8 -0.9 0.5
O -2.673247 -2.518473 1.047414 -2.2 -0.3 0.4
H 0.574910 -3.985447 2.934009 2.3 0.2 -0.3
H 2.246172 -4.864269 2.520509 -1.0 2.3 0.6
H 2.121039 -3.470667 3.885667 -0.6 -0.8 -2.2
H 3.138591 -2.359140 1.638225 -2.3 -0.7 0.4
H 0.454296 -3.589762 0.223916 2.5 0.6 -0.1
H 2.324465 -4.025298 -0.212178 -1.5 1.5 0.7
H 1.555898 -2.259717 -0.538559 0.3 -2.2 1.4
H 0.065848 -1.472743 1.379189 2.0 0.6 1.0
H 0.810898 -1.283321 3.100225 0.4 0.1 -2.5
H 2.509924 0.379518 2.554373 -1.4 -0.5 -2.0
H 2.173973 0.522817 -0.706976 1.0 -1.0 2.1
H 3.598939 0.950129 0.448800 -1.7 -1.6 -0.5
H 3.299644 -0.857092 0.009053 -1.2 1.9 0.5
H 1.111250 2.247827 1.986866 -0.8 -1.6 -1.3
H 0.570272 1.641207 0.288170 0.1 -1.0 1.8
H -3.021354 2.096097 1.049308 0.0 0.1 0.2
H -0.803212 1.323076 -1.407762 -1.4 -1.7 0.0
H -0.823592 -1.686472 -0.599279 -1.0 1.5 -1.5
H -0.328049 -0.985678 -2.284915 -1.8 -0.2 1.5
H -2.141004 -1.510978 -1.970823 1.8 1.0 1.1
H -5.444134 -1.825066 1.352939 0.5 1.5 -0.2
H -5.520806 -0.234820 1.830744 0.9 -1.0 -0.9
H -3.260601 -3.281023 1.370824 1.4 1.8 -0.5
C -4.446232 1.747342 4.716514 0.1 -0.4 -0.3
C -5.907337 1.487759 4.464257 -0.2 -1.4 -0.8
O -6.282460 0.486781 3.856004 0.2 1.3 0.8
C -6.891919 2.500462 4.985108 -0.5 -0.2 -0.1
H -3.853349 0.934072 4.284515 -0.1 0.1 0.0
H -4.148623 2.686543 4.243466 0.0 0.0 0.2
H -4.255892 1.785749 5.792061 0.0 0.2 0.0
H -6.703261 3.473180 4.523999 0.1 0.0 0.2
H -6.810544 2.572485 6.072592 0.1 0.2 -0.1
H -7.908449 2.182768 4.729857 0.2 0.1 0.0
C 5.151749 -4.506461 4.741517 -0.3 0.4 -0.1
C 5.406368 -4.911984 3.314434 -0.9 0.9 -1.4
O 4.833148 -4.354335 2.380039 1.0 -0.8 1.3
C 6.389668 -6.026407 3.074772 0.0 -0.1 -0.5
H 4.420572 -3.691294 4.762145 0.2 -0.2 -0.1
H 4.747424 -5.353177 5.301906 0.2 0.0 0.1
H 6.079979 -4.155322 5.199333 0.0 -0.2 0.1
H 6.040460 -6.940813 3.560888 0.2 0.1 0.1
H 7.373034 -5.743050 3.458349 -0.1 -0.2 0.1
H 6.473110 -6.211440 1.998567 0.0 0.1 0.2
C -3.564333 3.074735 -5.701432 -0.4 0.1 -0.2
C -4.738729 2.168992 -5.444002 -1.0 0.0 -0.7
O -5.804795 2.320973 -6.038185 1.0 -0.1 0.5
C -4.558282 1.069877 -4.431263 -0.5 0.0 -0.1
H -3.839484 3.820325 -6.455044 0.0 -0.1 0.2
H -3.286785 3.594061 -4.780721 0.1 -0.4 -0.3
H -2.720641 2.491221 -6.078529 0.1 0.0 0.3
H -4.325045 1.499910 -3.453989 0.3 -0.2 -0.1
H -3.758868 0.397058 -4.751703 0.1 0.2 0.3
H -5.487526 0.496151 -4.349044 0.2 0.1 0.0
C 5.653633 -2.694238 -3.506411 -0.5 -0.2 -0.1
C 5.428680 -1.423627 -2.731303 -1.8 0.5 0.5
O 4.297217 -1.061452 -2.413078 1.7 -0.5 -0.5
C 6.641887 -0.613129 -2.360524 -0.2 0.4 0.3
H 4.689269 -3.174457 -3.703728 0.2 0.1 0.1
H 6.132999 -2.466709 -4.461858 0.2 -0.1 0.1
H 6.273219 -3.380399 -2.923486 0.1 0.1 -0.2
H 7.165236 -0.292884 -3.264925 0.1 -0.2 0.1
H 7.305538 -1.206537 -1.726597 0.1 0.0 -0.2
H 6.327834 0.276147 -1.803769 0.0 -0.2 -0.1
C -0.233874 6.496361 -3.686045 0.2 -0.4 -0.2
C -1.694980 6.236778 -3.938302 -0.5 -1.4 -0.8
O -2.070102 5.235800 -4.546555 0.7 1.7 0.9
C -2.679561 7.249481 -3.417451 -0.4 -0.2 -0.1
H 0.359009 5.683090 -4.118043 -0.2 0.2 0.1
H 0.063735 7.435562 -4.159093 0.0 0.1 0.2
H -0.043534 6.534768 -2.610498 0.0 0.2 -0.1
H -2.490904 8.222199 -3.878560 0.1 0.0 0.2
H -2.598186 7.321504 -2.329967 0.1 0.2 -0.1
H -3.696091 6.931787 -3.672702 0.2 0.0 0.1
```
Forces are in eV/Å.


No. 2
C4H9N | ωB97M-V/def2-TZVPD

The calculation puts the LUMO energy at 0.0432 Ha. The energy relative to the best compared isomer or geometry (same formula, charge and spin) comes out at 71.95 kcal per mole. The value obtained for the highest occupied orbital energy is -9.0 eV. Its spin multiplicity is 1. As for the orbital gap: 10.157 eV.

```
14
Properties=species:S:1:pos:R:3:forces:R:3
C 0.367580 0.246387 -0.730447 2.5 -1.5 0.3
C -0.643287 0.490078 0.292710 0.8 -1.6 2.5
C -1.970915 -0.224003 0.138601 -0.1 0.1 -0.1
C 1.732874 -0.505070 0.120443 -4.1 2.2 1.3
N 2.932153 -0.296789 0.054180 1.1 -0.4 0.6
H 3.394168 0.239324 -0.670574 -0.5 -0.2 -0.4
H 0.110090 -0.534292 -1.443579 -0.2 0.3 -0.3
H 0.802050 1.127517 -1.196187 -0.1 -0.1 -0.1
H -0.051004 -0.162508 1.343518 -2.0 2.1 -1.8
H -0.745390 1.539008 0.561662 0.0 -0.1 0.2
H 1.008757 -0.687368 1.243445 2.5 -0.8 -2.2
H -2.517992 0.138028 -0.734302 0.0 0.0 0.0
H -1.815621 -1.295211 0.007115 0.0 0.0 0.0
H -2.603461 -0.075103 1.013416 0.0 0.0 0.0
```
Forces are in eV/Å.


No. 3
C4H4O2Y | ωB97M-V/def2-TZVPD

The calculation puts the LUMO energy (spin up / spin down) at -0.5370 / -0.4986 Ha. The energy relative to the best compared isomer or geometry (same formula, charge and spin) comes out at 50.85 kcal per mole. The net charge is +3. The value obtained for the highest occupied orbital energy (spin up / spin down) is -20.3 / -21.2 eV. Its spin multiplicity is 1. As for the orbital gap (spin up / spin down): 5.703 / 7.582 eV.

```
11
Properties=species:S:1:pos:R:3:forces:R:3
H 0.475281 0.850970 1.696334 2.8 -1.7 -0.3
O 1.261283 -1.957268 1.514996 -0.7 3.0 -1.9
C 0.931326 -1.102276 0.524689 0.7 -4.7 1.4
C 0.911610 0.214643 0.716372 -4.0 5.2 2.3
C 0.215746 1.288502 0.094021 -2.8 -1.2 -3.7
H 1.581944 -2.789806 1.154910 -0.1 -0.9 -0.1
H 0.710159 -1.537452 -0.454478 0.6 0.1 0.0
H 0.693195 2.265692 -0.038251 -0.6 0.2 0.6
C -1.081165 1.170957 -0.795524 4.2 0.0 1.4
O -2.120758 1.053546 -1.330694 0.4 0.1 0.7
Y -3.578620 0.542493 -3.082374 -0.6 0.1 -0.4
```
Forces are in eV/Å.


No. 4
C21H36I2N3O4PS2 | ωB97M-V/def2-TZVPD

The calculation puts the LUMO energy at -0.0518 Ha. The value obtained for the highest occupied orbital energy is -4.8 eV. Its spin multiplicity is 1. As for the orbital gap: 3.403 eV.

```
69
Properties=species:S:1:pos:R:3:forces:R:3
C 2.558171 5.540815 -2.041150 0.1 0.0 -0.5
C 1.705537 4.467079 -2.716957 0.3 0.2 0.5
I 0.237064 5.503230 -3.883949 0.0 0.0 -0.1
C 1.009911 3.432779 -1.795554 0.1 0.1 -0.1
I 1.267225 3.782593 0.318314 0.0 0.1 0.0
N 1.417710 2.003412 -2.154829 -0.4 0.0 0.5
C 2.895290 1.851983 -1.919917 0.5 -0.2 -0.1
C 3.602571 0.641154 -2.530455 0.2 0.0 0.3
C 3.572955 -0.653789 -1.702428 0.2 -0.1 -0.6
S 4.700045 -0.451099 -0.301063 -0.3 0.3 0.3
C 4.036395 -1.700295 0.816938 0.4 0.2 0.0
S 3.997188 -3.251022 0.336232 0.0 -0.2 0.0
N 3.682743 -1.173723 2.030069 -0.8 -0.5 -0.2
C 3.186536 -2.147417 3.025145 0.3 0.1 0.4
C 1.691249 -2.325240 2.871328 0.1 -0.1 -0.1
O 1.032490 -1.156570 3.346243 -0.2 0.0 -0.2
C 1.782048 0.020591 3.126134 0.1 0.0 0.3
C 2.701017 -0.048016 1.924155 0.3 0.3 -0.1
C 0.694038 1.013995 -1.270761 -0.3 -0.1 0.2
O -0.618875 1.421635 -1.122992 0.2 0.1 -0.2
C -1.475704 0.401662 -0.646890 0.0 -0.2 0.2
C -1.036673 -0.549108 0.261773 0.0 0.0 0.0
C -1.938373 -1.514121 0.697714 0.0 0.0 0.0
C -3.248525 -1.532256 0.245307 -0.1 0.0 -0.4
C -3.660655 -0.549877 -0.652793 0.2 0.0 0.0
C -2.774878 0.419130 -1.108533 -0.2 0.0 0.0
P 1.009035 1.700097 -4.013221 0.1 0.0 -0.6
N -0.613061 2.098867 -3.932638 0.1 -0.5 0.1
O 0.916105 0.071583 -4.102524 0.0 0.1 0.6
H 3.372308 5.094766 -1.469022 -0.1 0.0 0.2
H 1.964050 6.214685 -1.430823 0.0 -0.1 0.2
H 3.012439 6.143462 -2.827954 0.0 0.0 0.0
H 2.369913 3.946178 -3.402559 -0.3 0.0 -0.3
H -0.060720 3.516191 -1.898202 -0.1 -0.3 0.0
H 3.391834 2.749990 -2.274942 -0.2 0.0 -0.1
H 3.058757 1.829415 -0.841905 -0.1 0.0 0.0
H 4.651507 0.947066 -2.579127 0.0 0.0 -0.1
H 3.337076 0.451904 -3.570274 -0.1 0.1 0.0
H 2.578522 -0.939258 -1.361556 0.0 0.0 0.2
H 3.938194 -1.468206 -2.327800 0.0 -0.1 0.1
H 3.371513 -1.717419 4.010556 0.1 -0.1 0.0
H 3.744851 -3.075217 2.972069 0.0 0.0 -0.2
H 1.430996 -2.501936 1.821609 0.0 0.0 0.0
H 1.333882 -3.181999 3.437974 -0.1 0.1 0.1
H 2.371380 0.255096 4.019803 0.0 0.1 0.0
H 1.082715 0.845698 2.980321 -0.1 0.0 0.0
H 2.102866 -0.199999 1.021681 0.0 0.0 0.1
H 3.213333 0.907618 1.815674 0.1 0.0 0.0
H 0.729009 0.019802 -1.716406 0.1 0.0 -0.1
H 1.222862 0.980883 -0.318381 0.1 0.2 0.0
H -0.025785 -0.543059 0.654612 0.0 0.0 0.0
H -1.630318 -2.259638 1.418571 0.1 0.0 0.0
H -3.957052 -2.279634 0.628842 -0.1 0.1 0.3
H -4.686010 -0.529737 -0.996083 0.0 -0.1 0.0
H -3.097303 1.194953 -1.793343 0.0 0.0 0.0
H -1.087785 1.569470 -4.663565 -0.1 0.4 -0.2
H -1.056930 1.829072 -3.055633 -0.1 0.0 0.1
H 1.515209 -0.470387 -3.578067 0.1 -0.2 -0.2
C -6.192227 -4.556494 3.192332 0.0 0.0 0.3
C -5.796463 -3.102349 2.865380 -0.3 -0.2 -0.3
C -7.092682 -2.274568 2.740945 -0.1 0.1 0.2
O -5.050266 -3.032443 1.734075 0.1 0.0 0.2
H -6.775009 -4.971700 2.366010 0.0 0.0 -0.1
H -5.294740 -5.165016 3.323038 0.0 0.0 -0.1
H -6.790848 -4.633171 4.111116 0.0 0.0 0.0
H -5.283506 -2.717627 3.784588 0.1 0.0 -0.1
H -7.689845 -2.653662 1.907289 0.0 0.0 -0.1
H -6.847440 -1.227746 2.544714 0.0 0.0 -0.1
H -7.706868 -2.313053 3.651740 0.0 0.0 0.0
```
Forces are in eV/Å.


No. 5
C21H20N4O4Rb | ωB97M-V/def2-TZVPD

The calculation puts the LUMO energy at 0.0839 Ha. The energy relative to the best compared isomer or geometry (same formula, charge and spin) comes out at 0.00 kcal per mole. The net charge is -1. The value obtained for the highest occupied orbital energy is -4.3 eV. Its spin multiplicity is 1. As for the orbital gap: 6.558 eV.

```
50
Properties=species:S:1:pos:R:3:forces:R:3
Rb -0.153507 -0.184856 -0.032085 0.4 0.0 -0.1
C 2.487229 -2.582290 0.712238 0.0 0.0 0.1
O 2.178229 -1.277824 1.197021 -0.3 0.1 -0.1
C 2.989927 -0.707732 2.123306 0.1 0.1 0.1
C 4.188967 -1.291743 2.520227 0.0 0.0 0.0
C 5.011766 -0.664613 3.446137 0.0 0.0 0.0
C 4.647644 0.560132 3.974697 0.0 0.0 0.0
C 3.448708 1.140711 3.587998 0.1 -0.1 0.0
C 2.586050 0.520389 2.686678 -0.1 0.1 0.1
N 1.337859 1.118842 2.296082 0.1 -0.1 0.1
N 0.990425 1.989506 3.147356 -0.1 -0.1 -0.1
C -0.094909 2.803872 2.988860 0.1 -0.2 -0.1
C -0.916830 2.899065 1.816039 -0.1 0.1 0.0
O -0.852970 2.150068 0.817289 0.1 0.2 0.0
C -1.895465 3.985379 1.803616 0.0 0.0 0.0
C -2.083898 4.814003 2.846142 0.0 0.0 -0.1
C -1.312905 4.688419 4.048433 0.1 0.0 0.1
C -1.529260 5.548606 5.138006 0.0 0.0 -0.1
C -0.792412 5.436509 6.290920 0.0 0.0 0.0
C 0.187068 4.437219 6.367894 0.0 0.0 0.0
C 0.416486 3.585601 5.315745 0.0 0.0 0.0
C -0.321211 3.684229 4.113232 -0.1 0.1 0.1
H 2.559617 -3.288016 1.544085 0.0 0.0 0.0
H 3.434618 -2.574897 0.165226 0.0 0.0 0.0
H 1.664268 -2.883173 0.061527 0.0 0.0 0.0
H 4.485690 -2.242365 2.101834 0.0 0.0 0.0
H 5.941467 -1.138074 3.737241 0.0 0.0 0.0
H 5.291200 1.068381 4.681676 0.0 0.0 0.0
H 3.155514 2.100576 3.985825 0.0 0.0 0.0
H -2.469959 4.068516 0.888544 0.0 0.0 0.0
H -2.830653 5.600864 2.800084 0.0 0.0 0.0
H -2.298429 6.307898 5.041912 0.0 0.0 0.0
H -0.966424 6.101710 7.127173 0.0 0.0 0.0
H 0.773109 4.325974 7.272997 0.0 0.0 0.0
H 1.167657 2.813857 5.397368 0.0 0.0 0.0
C -2.682316 -2.028487 1.854373 0.0 -0.1 0.0
C -2.725245 -1.705181 0.388082 -0.1 0.0 0.2
N -3.294353 -0.643582 -0.057424 -0.2 -0.1 -0.2
O -3.969643 0.054238 0.970231 0.0 0.1 0.1
C -2.015318 -2.535420 -0.582559 0.1 0.1 -0.2
C -2.333787 -2.487755 -2.044597 0.0 0.0 -0.1
N -0.895500 -3.061029 -0.148368 -0.1 -0.2 0.1
O -0.111488 -3.586330 -1.031856 0.0 0.1 0.0
H -2.369256 -1.153417 2.426827 0.0 0.0 0.0
H -2.011176 -2.863246 2.029833 0.0 0.0 0.0
H -3.687364 -2.280785 2.199172 0.0 0.0 0.0
H -4.125306 0.913125 0.565778 0.0 0.0 0.0
H -3.304921 -2.031723 -2.224020 0.0 0.0 0.0
H -2.300191 -3.493216 -2.468566 0.0 0.0 0.0
H -1.572004 -1.923237 -2.599128 0.0 0.0 0.0
```
Forces are in eV/Å.


No. 6
C3H7NO2S | ωB97M-V/def2-TZVPD

The calculation puts the LUMO energy at 0.0150 Ha. The energy relative to the best compared isomer or geometry (same formula, charge and spin) comes out at 100.85 kcal per mole. The value obtained for the highest occupied orbital energy is -9.8 eV. Its spin multiplicity is 1. As for the orbital gap: 10.180 eV.

```
14
Properties=species:S:1:pos:R:3:forces:R:3
C 0.279414 0.628466 -0.804430 0.4 -0.9 -0.5
C -0.023459 0.875074 -2.272206 3.6 -1.1 -0.2
C 0.064557 -1.210526 1.870167 -0.5 -0.8 2.6
N 0.021313 1.394091 0.219389 0.7 -0.2 2.3
O 0.903713 -0.432894 -0.534976 0.6 -1.3 -0.7
O 0.843549 1.152912 2.735845 0.2 -0.5 -0.3
S 0.867365 0.358077 1.517576 -2.9 2.0 -0.7
H 0.197876 1.868779 -2.647957 0.6 0.1 0.3
H 0.584388 0.038566 -2.809789 -0.7 1.9 0.8
H -0.958472 0.708443 -2.629358 -3.3 -0.6 -0.2
H -0.998708 -1.199828 2.177126 0.5 1.4 0.0
H -0.026540 -1.864581 1.064755 0.8 -0.9 -1.6
H 0.540400 -1.726687 2.776864 -0.1 1.0 -1.4
H 2.139077 0.016820 1.290911 0.2 -0.1 -0.4
```
Forces are in eV/Å.